a) Below is a cluster of 3 separate species, C4H8O2S2 in total, with properties calculated with the ωB97M-V functional and the def2-TZVPD basis.

Positions of all 16 atoms, in Å:
1 C 2.310 0.107 -1.257
2 C 1.268 0.155 1.311
3 O 1.944 -0.856 1.494
4 O 1.527 1.349 1.248
5 C 1.436 -0.538 -2.049
6 S -1.461 -1.124 -0.733
7 S -1.747 0.678 -0.042
8 C -3.032 0.353 1.183
9 H 3.086 -0.497 -0.809
10 H 2.236 1.133 -0.940
11 H 0.176 -0.097 1.114
12 H 1.027 -1.526 -1.868
13 H 1.054 -0.011 -2.927
14 H -3.303 1.282 1.672
15 H -2.621 -0.341 1.892
16 H -3.900 -0.067 0.711

Calculated values
Spin multiplicity: 1
E_LUMO (eV): -4.3
HOMO (Ha): -0.3138


b) Below is the molecule C4H8O2S2, with properties calculated with the ωB97M-V functional and the def2-TZVPD basis.

Positions of all 16 atoms, in Å:
1 C 0.026 -0.697 0.277
2 C 1.102 -1.499 0.827
3 C -0.853 1.668 -1.201
4 C -2.183 1.079 -1.427
5 O 3.454 -1.438 2.232
6 O 2.289 0.689 1.627
7 S 0.485 1.146 -0.289
8 S 2.224 -0.620 2.275
9 H -0.200 -1.090 -0.694
10 H -0.888 -0.600 0.866
11 H 0.883 -2.624 1.126
12 H 1.929 -1.583 0.022
13 H -0.868 2.687 -1.565
14 H -2.061 -0.066 -1.302
15 H -2.622 1.520 -2.267
16 H -2.718 1.427 -0.506

Calculated values
Spin multiplicity: 1
E_LUMO (spin up / spin down) (eV): -2.2 / -2.2
HOMO (spin up / spin down) (Ha): -0.2512 / -0.2512


Which structure wins on stability? b) wins.


a) Below is the molecule C6H13N5, with properties calculated with the ωB97M-V functional and the def2-TZVPD basis.

Positions of all 24 atoms, in Å:
1 C -2.324 0.704 -0.358
2 N -0.907 0.339 -0.217
3 C 0.029 1.296 0.032
4 N -0.466 2.595 -0.011
5 N 1.287 1.112 0.258
6 C 1.666 -0.169 -0.142
7 N 3.005 -0.257 -0.250
8 N 0.889 -1.181 -0.354
9 C -0.474 -1.064 0.057
10 C -1.307 -1.973 -0.800
11 C -0.603 -1.322 1.659
12 H -2.406 1.617 -0.908
13 H -2.850 -0.035 -1.028
14 H -2.839 0.747 0.643
15 H -1.320 2.768 0.498
16 H 0.231 3.226 0.251
17 H 3.283 -1.152 -0.653
18 H 3.569 0.567 -0.287
19 H -1.380 -1.579 -1.817
20 H -2.359 -2.215 -0.457
21 H -0.671 -2.929 -0.958
22 H -1.606 -1.051 2.081
23 H -0.420 -2.356 1.861
24 H 0.189 -0.691 2.094

Calculated values
Spin multiplicity: 1
E_LUMO (eV): 0.8
HOMO (Ha): -0.3024


b) Below is the molecule C6H13N5, with properties calculated with the ωB97M-V functional and the def2-TZVPD basis.

Positions of all 24 atoms, in Å:
1 C -0.073 -2.173 -0.061
2 N -0.015 -0.747 -0.264
3 C -0.831 -0.160 -1.202
4 N -1.741 -0.961 -1.888
5 N -0.844 1.095 -1.538
6 C 0.078 1.813 -0.832
7 N 0.225 3.051 -1.444
8 N 0.759 1.509 0.190
9 C 0.570 0.233 0.782
10 C 1.903 -0.379 1.292
11 C -0.497 0.309 1.864
12 H -0.137 -2.638 -1.024
13 H 0.908 -2.526 0.264
14 H -0.844 -2.500 0.682
15 H -2.346 -1.602 -1.239
16 H -2.379 -0.364 -2.385
17 H 1.079 3.526 -1.201
18 H -0.041 2.967 -2.459
19 H 2.468 -0.639 0.384
20 H 1.776 -1.249 1.928
21 H 2.424 0.379 1.809
22 H -0.648 -0.680 2.324
23 H -0.340 1.066 2.660
24 H -1.453 0.670 1.356

Calculated values
Spin multiplicity: 1
E_LUMO (eV): 0.8
HOMO (Ha): -0.3056


Which structure wins on stability? a) wins.


a) Below is a cluster of 2 separate species, C4H12NO in total, with properties calculated with the ωB97M-V functional and the def2-TZVPD basis.

Positions of all 18 atoms, in Å:
1 C 1.798 -2.037 -1.333
2 C 0.669 -1.788 -0.311
3 C 0.404 -0.299 -0.142
4 C -1.672 0.293 1.034
5 N -0.462 -0.075 1.049
6 H 1.739 -3.092 -1.599
7 H 1.642 -1.476 -2.249
8 H 2.782 -1.799 -0.946
9 H -0.198 -2.286 -0.727
10 H 0.989 -2.238 0.632
11 H 1.323 0.270 -0.049
12 H -0.174 0.101 -0.968
13 H -2.174 0.527 0.105
14 H -2.206 0.412 1.971
15 H 0.059 0.007 1.929
16 H -0.048 3.633 -0.499
17 H -1.585 3.560 -0.416
18 O -0.775 3.202 -0.034

Calculated values
Spin multiplicity: 1
Total charge: +1
E_LUMO (eV): -4.8
HOMO (Ha): -0.5653


b) Below is a cluster of 2 separate species, C4H12NO in total, with properties calculated with the ωB97M-V functional and the def2-TZVPD basis.

Positions of all 18 atoms, in Å:
1 C -0.442 0.145 2.148
2 C 0.158 1.218 1.272
3 C -0.335 0.920 -0.042
4 C -1.309 1.325 -0.738
5 N 0.855 0.089 -0.953
6 H 0.150 -0.580 2.464
7 H -0.719 0.768 3.021
8 H -1.470 -0.200 1.857
9 H -0.244 2.318 1.718
10 H 1.197 1.169 1.377
11 H -2.129 1.874 -0.338
12 H -1.553 0.743 -1.645
13 H 0.797 -0.981 -0.939
14 H 1.750 0.276 -0.583
15 H 0.603 0.376 -1.908
16 H 0.892 -3.251 -0.582
17 H 0.100 -3.076 -1.996
18 O 0.777 -2.713 -1.452

Calculated values
Spin multiplicity: 1
Total charge: +1
E_LUMO (eV): -3.3
HOMO (Ha): -0.5397


Which structure wins on stability? a) wins.


a) Below is the molecule C2H4N2OS2, with properties calculated with the ωB97M-V functional and the def2-TZVPD basis.

Positions of all 11 atoms, in Å:
1 S 2.748 -0.469 -0.026
2 C 1.476 0.490 -0.364
3 N 0.452 0.695 0.458
4 O -0.453 1.678 0.170
5 C -1.753 1.228 -0.140
6 N -2.301 0.094 -0.211
7 S -1.416 -1.440 0.034
8 H 1.336 0.980 -1.359
9 H 0.471 0.327 1.402
10 H -2.349 2.127 -0.314
11 H -2.550 -2.150 0.064

Calculated values
Spin multiplicity: 1
E_LUMO (eV): 0.5
HOMO (Ha): -0.3248


b) Below is the molecule C2H4N2OS2, with properties calculated with the ωB97M-V functional and the def2-TZVPD basis.

Positions of all 11 atoms, in Å:
1 O -0.823 2.539 0.738
2 N -0.029 1.622 0.033
3 C -0.531 0.458 0.180
4 N 0.045 -0.628 -0.543
5 S 1.336 -0.325 -1.644
6 C -0.124 -1.938 -0.151
7 S -1.259 -2.484 0.859
8 H -0.226 3.207 1.109
9 H -1.345 0.266 0.840
10 H 2.308 -0.201 -0.745
11 H 0.649 -2.516 -0.676

Calculated values
Spin multiplicity: 1
E_LUMO (eV): -0.1
HOMO (Ha): -0.3322


Which structure wins on stability? b) wins.